C34H56BeGe2N4SSi2 as an isolated structure in a non-equilibrium geometry, computed with the ωB97M-V functional and the def2-TZVPD basis.

Results
Multiplicity = 1
E_LUMO = -0.742 eV
Strongest force on any atom = 0.02155 Eh/bohr
Total energy = -6694.14116 Eh
ΔE to the lowest compared entry with this formula, charge and spin = 0.00 kJ/mol
Net charge = 0

The geometry in XYZ format:
```
100
C34H56BeGe2N4SSi2 (the ωB97M-V functional and the def2-TZVPD basis)
Be -0.89 -0.33 -0.37
C 0.36 -2.99 3.47
C -0.59 -1.85 3.16
Ge 0.27 -0.18 2.59
C -1.00 1.30 2.82
C -0.32 2.66 2.76
C 1.82 0.16 3.77
C 2.93 0.25 3.01
Ge 2.32 -0.14 1.17
C 2.65 1.32 -0.12
C 3.86 1.20 -1.05
C 2.99 -1.92 0.64
C 4.49 -1.98 0.31
C 4.29 0.55 3.49
C 4.60 0.63 4.85
C 5.89 0.92 5.28
C 6.90 1.14 4.35
C 6.61 1.07 3.00
C 5.32 0.77 2.58
H -0.17 -3.86 3.88
H 1.12 -2.69 4.21
H 0.90 -3.33 2.58
H -1.16 -1.57 4.06
H -1.33 -2.13 2.41
H -1.44 1.13 3.80
H -1.80 1.23 2.08
H 0.51 2.72 3.47
H -1.01 3.47 3.00
H 0.09 2.86 1.77
H 1.83 0.30 4.85
H 2.69 2.23 0.47
H 1.76 1.38 -0.74
H 4.81 1.14 -0.52
H 3.91 2.06 -1.71
H 3.76 0.31 -1.68
H 2.41 -2.29 -0.20
H 2.78 -2.57 1.49
H 4.75 -1.34 -0.53
H 4.77 -3.00 0.03
H 5.10 -1.70 1.16
H 3.83 0.46 5.59
H 6.11 0.97 6.34
H 7.91 1.36 4.68
H 7.39 1.24 2.26
H 5.10 0.72 1.52
C -2.51 -4.22 1.18
Si -1.72 -3.32 -0.29
C 0.05 -3.89 -0.37
C -2.55 -3.91 -1.88
N -1.86 -1.60 -0.17
C -3.13 -1.01 -0.16
C -4.35 -1.66 0.03
C -5.55 -0.96 0.04
C -5.55 0.41 -0.11
C -4.34 1.09 -0.29
C -3.13 0.40 -0.34
N -1.84 0.97 -0.52
Si -1.80 2.66 -0.93
C -2.56 3.75 0.41
C -0.07 3.30 -1.22
C -2.73 2.99 -2.53
H -1.75 -4.78 1.73
H -3.26 -4.93 0.84
H -2.99 -3.54 1.88
H 0.06 -4.97 -0.24
H 0.66 -3.46 0.43
H 0.53 -3.67 -1.32
H -2.38 -4.98 -2.03
H -2.09 -3.40 -2.74
H -3.62 -3.72 -1.90
H -4.37 -2.73 0.18
H -6.48 -1.49 0.19
H -6.47 0.98 -0.08
H -4.37 2.16 -0.38
H -2.91 3.16 1.26
H -3.42 4.31 0.02
H -1.84 4.47 0.78
H 0.60 3.13 -0.37
H -0.15 4.39 -1.34
H 0.42 2.89 -2.11
H -3.79 2.76 -2.46
H -2.32 2.39 -3.34
H -2.62 4.04 -2.82
C -3.44 -0.62 -4.88
C -2.09 -0.04 -4.62
C -1.49 0.95 -5.36
C -0.26 1.45 -4.90
N 0.36 0.96 -3.83
C -0.18 -0.06 -3.18
S 0.56 -0.94 -1.92
N -1.41 -0.51 -3.57
C 0.41 2.60 -5.57
H -3.89 -0.16 -5.76
H -4.08 -0.45 -4.02
H -3.37 -1.70 -5.04
H -1.98 1.37 -6.22
H -1.81 -1.24 -2.98
H -0.13 2.92 -6.47
H 1.43 2.33 -5.83
H 0.47 3.43 -4.87
```


An isolated ion of composition C8H19IN2OP and charge +1, computed with the ωB97M-V functional and the def2-TZVPD basis.

Results
Multiplicity = 1
E_LUMO = -2.753 eV
Strongest force on any atom = 0.00755 Eh/bohr
Total energy = -1139.82954 Eh
SMILES = C[C@H](I)C[N+]1(P(N)O)CCCCC1
Net charge = +1

The geometry in XYZ format:
```
32
C8H19IN2OP (the ωB97M-V functional and the def2-TZVPD basis)
C -1.48 -1.29 -2.67
C -0.92 -1.34 -1.25
I -2.23 -2.48 0.01
C -0.70 0.07 -0.70
N 0.55 0.34 0.11
P 2.14 0.61 -0.91
N 1.92 -0.59 -2.07
O 1.59 1.84 -1.81
C 0.37 1.66 0.81
C -0.64 1.65 1.98
C -1.05 0.27 2.47
C 0.10 -0.72 2.43
C 0.90 -0.73 1.11
H -0.68 -1.02 -3.36
H -1.89 -2.25 -2.96
H -2.27 -0.54 -2.75
H 0.00 -1.91 -1.25
H -1.53 0.35 -0.07
H -0.67 0.78 -1.52
H 2.28 -1.50 -1.80
H 2.31 -0.32 -2.96
H 2.18 2.61 -1.73
H 1.36 1.99 1.14
H 0.04 2.35 0.04
H -0.20 2.21 2.80
H -1.52 2.22 1.67
H -1.90 -0.12 1.91
H -1.37 0.35 3.50
H -0.27 -1.73 2.61
H 0.79 -0.50 3.24
H 0.82 -1.70 0.62
H 1.96 -0.58 1.34
```


A 2-piece molecular cluster, C6H11N2S overall in a non-equilibrium geometry, computed with the ωB97M-V functional and the def2-TZVPD basis.

Results
Multiplicity = 1
E_LUMO (alpha / beta) = -4.347 / -4.348 eV
Strongest force on any atom = 0.06996 Eh/bohr
Total energy = -742.48051 Eh
ΔE to the lowest compared entry with this formula, charge and spin = 600.98 kJ/mol
Net charge = +1

The geometry in XYZ format:
```
20
C6H11N2S (the ωB97M-V functional and the def2-TZVPD basis)
C -0.74 3.08 -0.01
C -0.27 1.82 0.12
C -0.66 -1.51 1.41
C 0.09 0.13 -1.84
C 0.61 1.08 -0.76
C 0.86 -0.36 -0.62
N -1.92 -1.72 1.27
N 1.84 -1.22 -0.40
S 0.41 -2.53 2.20
H -1.68 3.43 0.32
H -0.52 3.66 -0.92
H -0.39 1.29 1.01
H -0.90 -0.23 -1.96
H 0.69 0.01 -2.78
H 1.53 1.56 -0.96
H -2.47 -1.10 0.76
H -2.35 -2.40 1.77
H 1.61 -1.70 1.91
H 2.37 -1.21 0.48
H 1.89 -2.07 -1.00
```


A 2-piece molecular cluster, H5NO2P2 overall in a non-equilibrium geometry, computed with the ωB97M-V functional and the def2-TZVPD basis.

Results
Multiplicity = 1
E_LUMO = -1.130 eV
Strongest force on any atom = 0.07183 Eh/bohr
Total energy = -890.88235 Eh
ΔE to the lowest compared entry with this formula, charge and spin = 282.43 kJ/mol
Net charge = 0

The geometry in XYZ format:
```
10
H5NO2P2 (the ωB97M-V functional and the def2-TZVPD basis)
N 0.81 0.39 -1.44
O -0.27 0.17 2.65
O 0.14 1.61 0.85
P 0.50 -1.41 0.16
P -0.74 0.28 1.11
H -0.14 0.26 -2.02
H 1.57 -0.12 -1.90
H 0.35 0.98 2.92
H 0.49 1.42 -0.10
H -0.44 -1.83 -0.77
```


C16H37GeN5O2PmSSi3 as an isolated structure in a non-equilibrium geometry, computed with the ωB97M-V functional and the def2-TZVPD basis.

Results
Multiplicity = 6
E_LUMO (alpha / beta) = -5.875 / -7.218 eV
Strongest force on any atom = 0.07603 Eh/bohr
Total energy = -5007.56281 Eh
Net charge = +2

The geometry in XYZ format:
```
66
C16H37GeN5O2PmSSi3 (the ωB97M-V functional and the def2-TZVPD basis)
Pm 0.79 0.35 0.19
N 0.07 -0.66 -2.14
N 1.00 -1.55 -2.68
C 1.92 -2.14 -1.91
N 2.85 -2.85 -2.54
S 1.99 -2.00 -0.21
H -0.87 -1.03 -2.25
H 0.14 0.26 -2.59
H 1.03 -1.68 -3.68
H 2.89 -2.93 -3.57
H 3.56 -3.40 -2.05
O 1.98 2.22 0.45
N 2.86 2.66 -0.37
N 2.82 2.08 -1.48
O 1.95 1.11 -1.70
C 3.81 2.37 -2.53
C 5.01 3.02 -2.12
C 5.87 3.53 -3.13
C 5.50 3.24 -4.45
C 4.36 2.55 -4.82
C 3.50 2.10 -3.83
H 5.23 3.16 -1.10
H 6.72 4.08 -2.86
H 6.18 3.64 -5.20
H 4.11 2.44 -5.86
H 2.58 1.65 -4.09
C -4.44 -2.79 1.47
Si -2.68 -2.83 0.76
C -1.52 -4.16 1.36
C -2.57 -2.88 -1.13
Ge -1.79 -0.74 1.44
Si -0.53 -0.41 3.58
C -1.23 -0.27 5.30
C 0.42 1.14 3.15
C 0.71 -1.82 3.68
Si -2.82 1.39 0.69
C -4.20 1.32 -0.57
C -1.44 2.26 -0.39
C -3.44 2.28 2.23
H -4.97 -3.71 1.21
H -5.00 -1.96 1.12
H -4.37 -2.74 2.56
H -1.55 -4.96 0.60
H -1.56 -4.64 2.38
H -0.45 -3.84 1.21
H -3.09 -3.77 -1.50
H -1.53 -3.12 -1.38
H -2.97 -2.07 -1.74
H -2.16 0.27 5.40
H -0.46 0.34 5.80
H -1.37 -1.24 5.82
H 0.16 1.58 2.19
H 1.51 0.91 3.13
H 0.33 1.99 3.85
H 0.37 -2.84 3.82
H 1.43 -1.65 4.52
H 1.46 -1.95 2.82
H -3.90 1.25 -1.61
H -4.78 2.24 -0.46
H -4.88 0.47 -0.33
H -1.19 1.52 -1.14
H -0.52 2.70 0.03
H -1.98 3.12 -0.78
H -4.46 1.78 2.39
H -3.66 3.33 2.00
H -2.73 2.26 3.07
```


A 9-piece molecular cluster, C37H47N9O2P overall in a non-equilibrium geometry, computed with the ωB97M-V functional and the def2-TZVPD basis.

Results
Multiplicity = 1
E_LUMO = -5.761 eV
Strongest force on any atom = 0.12134 Eh/bohr
Total energy = -2422.15807 Eh
Net charge = +1

The geometry in XYZ format:
```
96
C37H47N9O2P (the ωB97M-V functional and the def2-TZVPD basis)
O -1.95 -0.08 2.72
P -1.91 -1.84 2.50
O -0.62 -2.38 3.57
C -1.13 -2.03 0.73
C -1.82 -1.13 -0.48
C -1.17 -1.24 -2.00
C 0.15 -2.23 -2.15
C 0.70 -3.09 -0.84
N 0.05 -2.96 0.55
H -1.17 0.32 2.19
H -1.01 -2.64 4.48
H -2.74 -0.44 -0.19
H -1.63 -0.60 -2.86
H 0.68 -2.32 -3.20
H 1.64 -3.82 -0.88
H 0.43 -3.49 1.37
N -1.52 -3.91 -6.61
C -1.54 -3.60 -5.28
C -1.42 -4.77 -4.56
C -1.32 -5.83 -5.50
C -1.38 -5.27 -6.75
H -1.59 -3.25 -7.37
H -1.64 -2.57 -4.95
H -1.41 -4.86 -3.48
H -1.21 -6.88 -5.28
H -1.33 -5.72 -7.74
N -3.97 -1.71 -7.22
C -4.45 -0.72 -6.41
C -4.65 0.40 -7.18
C -4.28 0.07 -8.51
C -3.87 -1.24 -8.50
H -3.73 -2.65 -6.91
H -4.61 -0.89 -5.35
H -5.02 1.36 -6.83
H -4.31 0.72 -9.37
H -3.51 -1.88 -9.29
N 2.08 -3.44 4.99
C 3.42 -3.13 4.94
C 4.12 -4.20 5.47
C 3.17 -5.18 5.85
C 1.92 -4.68 5.54
H 1.33 -2.83 4.68
H 3.76 -2.19 4.54
H 5.19 -4.26 5.58
H 3.37 -6.14 6.30
H 0.93 -5.11 5.67
N -7.49 -2.72 -5.45
C -7.91 -3.78 -4.69
C -8.75 -3.30 -3.72
C -8.85 -1.90 -3.90
C -8.06 -1.57 -4.98
H -6.86 -2.78 -6.24
H -7.57 -4.78 -4.91
H -9.24 -3.89 -2.95
H -9.43 -1.20 -3.31
H -7.86 -0.62 -5.45
N 5.75 -0.14 4.31
C 7.00 -0.42 3.83
C 7.86 -0.52 4.90
C 7.10 -0.30 6.07
C 5.80 -0.06 5.68
H 4.92 0.00 3.75
H 7.17 -0.52 2.77
H 8.92 -0.73 4.84
H 7.46 -0.30 7.09
H 4.91 0.15 6.26
N 5.11 2.25 2.01
C 4.62 3.25 2.82
C 4.43 4.37 2.04
C 4.80 4.04 0.72
C 5.21 2.72 0.73
H 5.35 1.32 2.32
H 4.46 3.08 3.88
H 4.06 5.33 2.39
H 4.77 4.68 -0.15
H 5.57 2.08 -0.07
N 3.21 7.30 4.67
C 3.51 8.06 3.56
C 3.19 9.37 3.84
C 2.69 9.41 5.16
C 2.72 8.12 5.65
H 3.34 6.30 4.74
H 3.91 7.60 2.67
H 3.30 10.20 3.16
H 2.34 10.28 5.70
H 2.43 7.72 6.61
N -2.61 2.62 1.31
C -1.56 2.96 0.49
C -1.78 4.24 0.03
C -3.00 4.69 0.59
C -3.49 3.67 1.38
H -2.71 1.73 1.78
H -0.75 2.27 0.31
H -1.14 4.79 -0.64
H -3.48 5.65 0.44
H -4.38 3.60 1.98
```


Number 1: molar mass 763.3 g/mol. Number 2: molar mass 317.1 g/mol. Number 3: molar mass 143.2 g/mol. Number 4: molar mass 113.0 g/mol. Number 5: molar mass 665.4 g/mol. Number 6: molar mass 680.8 g/mol.